# 1
{
  "formula": "C21H30N10O4V",
  "method": "wB97M-V/def2-TZVPD",
  "symbols": ["V", "O", "O", "O", "O", "N", "N", "N", "N", "N", "N", "N", "N", "N", "N", "C", "C", "C", "C", "C", "C", "C", "C", "C", "C", "C", "C", "C", "C", "C", "C", "C", "C", "C", "C", "C", "H", "H", "H", "H", "H", "H", "H", "H", "H", "H", "H", "H", "H", "H", "H", "H", "H", "H", "H", "H", "H", "H", "H", "H", "H", "H", "H", "H", "H", "H"],
  "xyz": [[0.5168, 0.4890, 1.0947], [0.0124, 2.0900, 0.7169], [-2.7134, 3.7085, 3.2565], [-0.8340, -2.9908, -0.0338], [-0.2296, -1.0974, 1.0309], [4.5341, 0.6070, 1.2122], [4.4896, 0.3020, 2.4978], [-0.0836, 4.2330, 3.2053], [2.5026, 0.3394, 1.5685], [1.0024, -0.1221, -0.9053], [3.3977, 0.6392, 0.6084], [5.6936, 0.9738, 0.6307], [-0.2611, -5.7791, -3.3537], [-0.2322, -7.8154, -4.4290], [0.4682, -5.9412, -5.5546], [0.7929, -3.6571, -2.5652], [-0.1621, 4.8806, 2.0869], [-2.3911, 1.3124, 3.2931], [-1.3583, 5.4603, 0.1371], [-0.7787, 3.1226, 0.2686], [-4.1615, 3.5610, 3.3458], [-2.1485, 5.2145, -0.9770], [0.3531, 1.8684, 3.5114], [-0.0066, -6.5081, -4.4497], [-1.4773, 0.2878, 3.3285], [0.9006, -1.6071, -1.0237], [-0.0841, 0.5343, 3.4158], [-0.1561, -2.0308, -0.0097], [3.2033, 0.1394, 2.7034], [-2.2733, 3.9204, -1.4452], [-1.9451, 2.6493, 3.3127], [-0.5526, 2.8881, 3.3740], [0.6032, -2.1259, -2.4344], [-0.7006, 4.4275, 0.8237], [-0.3888, -4.3266, -3.2768], [-1.5722, 2.8809, -0.8331], [1.8495, -2.0198, -0.6652], [-0.4204, -1.8421, -2.6997], [0.8938, -4.1127, -1.5789], [0.8376, -5.0079, -5.5558], [0.0858, -8.4141, -5.1751], [0.1307, 5.9256, 2.1398], [0.3570, 0.3154, -1.5642], [6.4920, 0.6365, 1.1596], [-3.4487, 1.0938, 3.2588], [-4.5326, 3.0259, 2.4734], [-0.5310, -3.9280, -4.2823], [-2.8898, 3.7094, -2.3091], [-1.8268, -0.7366, 3.3095], [1.2640, -1.6050, -3.1292], [-1.2770, 6.4732, 0.5131], [-1.3090, -4.1113, -2.7315], [-0.7578, -8.2514, -3.6887], [-0.5317, -6.2977, -2.5322], [0.5497, -6.4680, -6.4102], [1.7198, -3.8725, -3.0989], [-4.4200, 3.0483, 4.2701], [-2.6567, 6.0324, -1.4689], [1.4022, 2.1088, 3.6429], [-4.5460, 4.5738, 3.3617], [-1.6321, 1.8785, -1.2374], [1.9350, 0.1996, -1.1642], [0.5612, -0.2860, 3.7144], [0.2386, 4.7448, 4.0246], [5.7112, 0.8019, -0.3669], [2.7917, -0.1423, 3.6587]],
  "lowdin_spin": [1.113, -0.055, -0.005, -0.005, -0.019, 0.001, 0.000, -0.002, -0.001, -0.006, 0.004, 0.001, 0.000, 0.000, 0.000, 0.000, -0.001, 0.009, -0.002, -0.001, 0.000, -0.014, -0.005, 0.000, -0.002, 0.001, -0.002, 0.003, 0.003, 0.003, -0.003, 0.003, -0.001, -0.007, 0.000, -0.014, 0.000, 0.000, 0.000, 0.000, 0.000, 0.000, 0.001, 0.000, 0.000, 0.000, 0.000, 0.000, 0.000, 0.000, 0.000, 0.000, 0.000, 0.000, 0.000, 0.000, 0.000, -0.001, 0.000, 0.000, -0.001, 0.002, 0.002, 0.000, 0.000, 0.000],
  "e_above_lowest_kcal_mol": 0.00,
  "charge": 4,
  "homo_energy_ev": [-19.65, -19.66],
  "max_force_ev_per_a": 0.2,
  "spin_multiplicity": 2,
  "orbital_gap_ha": [0.2392, 0.2691]
}

---

# 2
{
  "formula": "C21H30N2O2",
  "method": "wB97M-V/def2-TZVPD",
  "symbols": ["O", "O", "N", "N", "C", "C", "C", "C", "C", "C", "C", "C", "C", "C", "C", "C", "C", "C", "C", "C", "C", "C", "C", "C", "C", "H", "H", "H", "H", "H", "H", "H", "H", "H", "H", "H", "H", "H", "H", "H", "H", "H", "H", "H", "H", "H", "H", "H", "H", "H", "H", "H", "H", "H", "H"],
  "xyz": [[-0.4221, -0.2456, 0.6911], [2.9730, 2.4789, 1.3334], [-2.2415, 1.1973, 0.1737], [2.1613, 0.8437, -0.1803], [-6.3709, -1.5915, -0.5314], [-3.9134, -1.4603, -0.3695], [1.1441, 0.6546, -1.1848], [3.3308, 0.1178, -0.0194], [0.7621, 3.0190, 0.5411], [-0.8882, 0.4119, -0.0841], [-0.1833, 1.2770, -1.2457], [4.1830, 0.0684, -1.1934], [-4.1327, -0.2117, 0.5636], [4.9378, -2.4319, 1.0284], [-7.9039, 0.1184, 0.3867], [3.6852, -1.7876, 1.3934], [-0.0382, 2.7845, -0.9563], [1.9907, 2.0407, 0.6400], [-6.3961, -0.3729, 0.1013], [-5.0392, -2.0078, -0.8067], [-5.3308, 0.3635, 0.7126], [-3.0953, 0.7254, 1.2763], [5.2650, -1.0880, -1.1953], [5.8415, -1.1962, 0.1648], [2.7712, -1.4962, 0.3558], [0.5546, 3.3359, -1.6476], [1.1110, 4.1777, 0.3076], [2.9968, -2.7516, 2.0720], [-2.8863, -1.6830, -0.3420], [5.4757, -2.6387, 1.8651], [4.8713, -1.8282, -1.6069], [-7.7902, 1.2530, 0.3770], [-2.4121, -0.1344, 1.7890], [4.7238, 1.1222, -1.3700], [-2.4958, 1.8907, -0.4435], [3.6490, 0.5773, 0.7921], [-5.6627, 1.1750, 1.3153], [-3.5311, 1.3834, 1.9703], [-4.8426, -2.7539, -1.5790], [6.1099, -0.6084, -1.5429], [1.2130, -0.5098, -1.3249], [-8.5034, -0.1970, -0.4654], [4.9226, -3.2718, 0.2965], [-7.1159, -1.9476, -1.3225], [1.7790, 0.9904, -2.2753], [-1.0676, 3.4054, -0.6426], [6.8828, -1.6393, 0.1207], [-8.2788, -0.4409, 1.2863], [-0.6231, 0.9815, -1.9942], [1.7006, -1.3664, 0.7876], [0.0978, 2.7745, 1.4568], [3.7011, 0.2428, -2.0950], [3.8588, -1.3142, 2.4030], [5.8469, -0.4376, 0.7095], [2.6248, -1.9984, -0.4925]],
  "nbo_charge": [-0.529, -0.642, -0.713, -0.439, -0.295, -0.258, -0.178, -0.040, -0.489, 0.761, -0.337, -0.410, 0.080, -0.388, -0.645, -0.379, -0.391, 0.656, 0.074, -0.168, -0.316, -0.261, -0.417, -0.347, -0.438, 0.220, 0.256, 0.135, 0.222, 0.196, 0.192, 0.208, 0.218, 0.197, 0.383, 0.236, 0.214, 0.211, 0.204, 0.227, 0.224, 0.211, 0.189, 0.227, 0.151, 0.222, 0.192, 0.228, 0.212, 0.236, 0.253, 0.216, 0.252, 0.176, 0.205],
  "e_above_lowest_kcal_mol": 339.58,
  "homo_energy_ev": -7.97,
  "max_force_ev_per_a": 13.1,
  "orbital_gap_ha": 0.3136
}

---

# 3
{
  "formula": "C21H30N2O5",
  "method": "wB97M-V/def2-TZVPD",
  "symbols": ["O", "O", "O", "O", "O", "N", "N", "C", "C", "C", "C", "C", "C", "C", "C", "C", "C", "C", "C", "C", "C", "C", "C", "C", "C", "C", "C", "C", "H", "H", "H", "H", "H", "H", "H", "H", "H", "H", "H", "H", "H", "H", "H", "H", "H", "H", "H", "H", "H", "H", "H", "H", "H", "H", "H", "H", "H", "H"],
  "xyz": [[4.2846, -1.3860, 0.8576], [0.0860, -0.2337, 2.9989], [0.7473, 0.0588, -2.0260], [2.8069, -0.7860, -1.7467], [-0.9373, -3.3774, 1.8086], [3.1965, -3.1770, 0.0710], [0.7862, -2.2251, 0.9416], [-0.6978, 1.8632, 2.3077], [-2.7694, 2.1521, 1.0911], [3.9065, -2.1709, -3.3378], [-1.6166, 2.6730, 1.6776], [3.5420, 0.2916, -3.7789], [-3.0172, 3.8079, -0.7460], [1.6968, -0.0312, 0.1843], [-4.9495, 2.3489, -0.1946], [-0.9024, 0.4864, 2.3728], [-0.1253, -2.4760, 1.9100], [1.6708, -0.2448, -1.3143], [3.2385, -1.9581, 0.6407], [-0.1025, -1.6149, 3.1763], [-2.0439, -0.0508, 1.8007], [-4.2666, 4.1143, 1.4130], [-3.7462, 3.0877, 0.3971], [1.9003, -1.3116, 1.0265], [-2.9582, 0.7807, 1.1716], [0.7930, -3.0788, -0.2273], [2.9743, -0.9813, -3.1619], [2.0184, -3.9823, -0.1576], [2.8536, 1.1187, -3.6228], [-3.8295, 0.3192, 0.7375], [-2.2376, -1.1112, 1.8254], [-3.7076, 4.4570, -1.2809], [-5.5146, 1.8366, 0.5806], [0.7660, 0.4580, 0.4723], [4.1205, -2.3188, -4.3922], [-2.1985, 4.4165, -0.3727], [-1.4221, 3.7340, 1.6438], [-2.6099, 3.0823, -1.4467], [-0.1227, -3.6722, -0.2157], [0.1930, 2.2748, 2.7564], [-4.6337, 1.6269, -0.9437], [0.8137, -2.4621, -1.1277], [4.0966, -3.5853, -0.1380], [-1.0368, -1.8231, 3.7137], [-5.6131, 3.0646, -0.6760], [3.6867, 0.1533, -4.8465], [1.8899, -4.7047, 0.6601], [2.5393, 0.6275, 0.4039], [2.0156, -0.9782, 2.0615], [3.4518, -3.0748, -2.9407], [2.1356, -4.5382, -1.0918], [1.9867, -1.1899, -3.5948], [4.8355, -1.9832, -2.8059], [-4.7670, 3.6081, 2.2359], [0.7331, -1.9446, 3.8047], [-4.9780, 4.7855, 0.9365], [-3.4573, 4.7119, 1.8231], [4.4958, 0.5326, -3.3157]],
  "nbo_charge": [-0.622, -0.503, -0.600, -0.525, -0.627, -0.616, -0.444, -0.278, -0.045, -0.619, -0.134, -0.629, -0.595, -0.510, -0.605, 0.273, 0.663, 0.800, 0.690, -0.166, -0.261, -0.594, -0.076, -0.130, -0.200, -0.238, 0.090, -0.218, 0.225, 0.216, 0.226, 0.205, 0.209, 0.251, 0.217, 0.205, 0.202, 0.216, 0.261, 0.224, 0.211, 0.207, 0.408, 0.215, 0.211, 0.215, 0.195, 0.258, 0.261, 0.206, 0.205, 0.200, 0.218, 0.211, 0.217, 0.206, 0.205, 0.213],
  "e_above_lowest_kcal_mol": 8.07,
  "homo_energy_ev": -8.50,
  "max_force_ev_per_a": 0.7,
  "smiles": "CC(C)OC(=O)C[C@@H]1C(=O)NCCN1C(=O)COc1ccc(C(C)(C)C)cc1",
  "orbital_gap_ha": 0.3366
}

---

# 4
{
  "formula": "C21H30N4O2S",
  "method": "wB97M-V/def2-TZVPD",
  "symbols": ["S", "O", "O", "N", "N", "N", "N", "C", "C", "C", "C", "C", "C", "C", "C", "C", "C", "C", "C", "C", "C", "C", "C", "C", "C", "C", "C", "C", "H", "H", "H", "H", "H", "H", "H", "H", "H", "H", "H", "H", "H", "H", "H", "H", "H", "H", "H", "H", "H", "H", "H", "H", "H", "H", "H", "H", "H", "H"],
  "xyz": [[-0.8945, 0.4202, -2.8837], [3.6067, -5.0256, 4.2002], [0.8519, 0.2685, 1.7247], [4.2117, -3.6183, 1.7984], [0.8285, -1.2742, -1.9599], [-3.2024, 2.9956, -0.5299], [0.1017, 0.3126, -0.4139], [3.4536, -3.6230, 4.1362], [0.0497, -0.1971, -1.6815], [-2.1063, 1.0262, 0.4270], [1.7087, -1.3702, 0.2495], [-4.0774, 2.5889, -2.8139], [-3.1751, 4.4394, -0.4421], [3.2713, -3.5436, -0.4238], [-2.2795, 4.3748, -2.8496], [-4.3226, 2.5064, -1.3070], [3.3977, -5.6194, 2.9404], [0.8780, -0.2173, 0.6128], [-2.2412, 5.0685, -1.4869], [2.5264, -1.9585, 1.2076], [3.3261, -3.0586, 0.8982], [1.6603, -1.8798, -1.0498], [-2.9702, 2.2625, 0.6953], [2.4557, -2.9770, -1.3744], [-0.7322, 1.4567, -0.0800], [4.4207, -3.0272, 3.1059], [4.3647, -5.0586, 1.8855], [-3.6810, 3.9762, -3.3142], [3.9011, -4.3687, -0.7165], [-2.5220, 6.1185, -1.5992], [-5.2452, 3.0646, -1.0588], [2.4375, -3.3713, -2.3794], [4.3274, -1.9442, 3.0546], [-1.8276, 5.0477, -3.5823], [-3.9114, 1.9464, 1.1760], [2.4167, -3.3722, 3.8657], [5.3946, -5.2752, 2.1874], [3.6672, -3.2483, 5.1381], [-1.6676, 3.4731, -2.8156], [-4.9917, 2.2678, -3.3197], [-1.9962, 0.4474, 1.3457], [5.4450, -3.2725, 3.4081], [-2.8357, 4.7509, 0.5504], [-0.2092, 2.0197, 0.6952], [-2.4362, 2.9024, 1.4016], [-2.5835, 0.3999, -0.3285], [3.5539, -6.6903, 3.0795], [-4.4960, 1.4584, -1.0519], [2.3619, -5.4421, 2.6074], [-1.2142, 5.0400, -1.1170], [-3.6943, 3.9517, -4.4066], [-0.8601, 2.0738, -0.9698], [-3.2847, 1.8880, -3.0790], [2.4971, -1.5224, 2.1926], [-4.4130, 4.7207, -2.9947], [0.7760, -1.6251, -2.9071], [-4.1888, 4.8481, -0.5751], [4.1685, -5.5351, 0.9279]],
  "nbo_charge": [-0.229, -0.523, -0.591, -0.427, -0.554, -0.483, -0.439, -0.086, 0.291, -0.416, -0.116, -0.402, -0.211, -0.207, -0.404, -0.205, -0.084, 0.660, -0.396, -0.231, 0.161, 0.145, -0.196, -0.217, -0.231, -0.246, -0.237, -0.404, 0.217, 0.195, 0.161, 0.216, 0.217, 0.204, 0.175, 0.167, 0.202, 0.199, 0.213, 0.199, 0.212, 0.205, 0.197, 0.228, 0.194, 0.211, 0.196, 0.198, 0.164, 0.198, 0.209, 0.250, 0.214, 0.238, 0.190, 0.431, 0.169, 0.208],
  "e_above_lowest_kcal_mol": 46.01,
  "homo_energy_ev": -7.61,
  "max_force_ev_per_a": 0.9,
  "smiles": "O=c1c2cc(N3CCOCC3)ccc2[nH]c(=S)n1CCCN1CCCCCC1",
  "orbital_gap_ha": 0.2872
}